1.
Entry from OMol25: a molecular structure, C28H39ClN2Pb at a distorted geometry (the ωB97M-V functional and the def2-TZVPD basis).

The value obtained for the LUMO energy is 0.1592 Eh. For the strongest force on any atom, the calculation gives 1.9 eV Å⁻¹. The orbital gap is 2.6 eV. The total energy comes out at -50415.6240 eV. The molar mass is 646.287 u. The calculation puts the HOMO energy at 1.73 eV.

Structure (ORCA input):
```
! wB97M-V def2-TZVPD RIJCOSX def2/J DEFGRID3
* xyz -2 1
Pb -0.3033 -1.4866 1.1862
Cl -0.6817 0.9895 0.6067
C 1.3661 -1.7127 -0.4549
C 1.2825 -1.4731 -1.8202
C 2.1177 -2.1970 -2.6909
C 3.0398 -3.1163 -2.1740
C 3.1808 -3.2561 -0.7896
C 2.3499 -2.5258 0.0854
H 0.5767 -0.7493 -2.2446
H 2.0558 -2.0513 -3.7761
H 3.9360 -3.9390 -0.3923
H 2.4718 -2.6431 1.1659
C 3.8689 -3.9471 -3.1025
H 4.6760 -4.4340 -2.5491
H 4.2980 -3.3185 -3.8858
H 3.2644 -4.7237 -3.5877
C -1.9017 2.8768 -3.7787
N -0.7413 2.2989 -3.2884
H -3.8427 1.9420 -4.2107
N -2.2060 0.7374 -3.4169
H -2.0014 3.9147 -3.9946
C 0.4119 3.0671 -2.7942
C 0.9156 4.0078 -3.8761
C -0.0569 3.8876 -1.5947
H 0.1567 4.7487 -4.1515
H 1.7980 4.5479 -3.5012
H 1.2198 3.4558 -4.7736
H 2.4415 2.5377 -2.2289
H 1.6166 1.3337 -3.2487
H -0.4370 3.2299 -0.8002
C 1.4788 2.0457 -2.4237
H -0.8388 4.5978 -1.8999
H 0.7849 4.4599 -1.1832
H 1.1845 1.4971 -1.5189
C -2.8183 1.8928 -3.8715
C -3.7612 -0.1041 -1.7551
H -4.5081 0.6639 -2.0008
H -4.2871 -0.9891 -1.3771
C -2.9550 -0.4738 -3.0049
H -2.4533 -2.4952 -2.4028
C -3.8875 -0.8684 -4.1367
H -3.3216 -1.1105 -5.0437
H -3.0961 0.2688 -0.9634
H -1.3117 -1.2665 -1.8508
H -4.5979 -0.0648 -4.3631
H -4.4618 -1.7570 -3.8464
C -1.9458 -1.5644 -2.6916
H -1.3071 -1.7728 -3.5620
C -0.9110 0.9746 -3.1440
C 2.8440 -0.1680 3.6753
C 1.4016 -0.4508 4.0469
C 0.6170 0.8391 4.2289
C 0.9349 -1.3615 2.9201
C 1.2610 -1.3192 5.2884
C -0.0182 -1.7669 5.6403
C -0.1641 -2.7640 6.6078
C 0.9710 -3.3146 7.2271
C 2.2404 -2.8120 6.9196
C 2.3789 -1.7794 5.9834
H 2.8879 0.4491 2.7753
H 3.3896 -1.0951 3.4504
H 3.3585 0.3834 4.4725
H 0.6744 1.4699 3.3415
H -0.4419 0.6513 4.4449
H 1.0505 1.3844 5.0776
H 1.3922 -2.3567 3.0882
H -0.8854 -1.3986 5.0715
H -1.1667 -3.0975 6.8791
H 0.8607 -4.1220 7.9507
H 3.1372 -3.2037 7.4050
H 3.3773 -1.3808 5.7622
*
```

These are the Löwdin partial charges, in e, on atoms 1 to 4: 0.65 -0.22 -0.37 -0.17

2.
Entry from OMol25: 6 unconnected molecules or ions with the total composition C28H39F15N2O13 at a distorted geometry (the ωB97M-V functional and the def2-TZVPD basis).

The value obtained for the LUMO energy is 0.0097 Eh. For the strongest force on any atom, the calculation gives 8.4 eV Å⁻¹. The relative energy (zero: lowest compared OMol25 entry of this formula, charge and spin) comes out at 704.83 kJ/mol. The orbital gap is 9.4 eV. The total energy comes out at -100023.1724 eV. The molar mass is 896.591 u. The calculation puts the HOMO energy at -9.11 eV.

Structure (ORCA input):
```
! wB97M-V def2-TZVPD RIJCOSX def2/J DEFGRID3
* xyz 0 1
C 0.4339 3.4798 2.1324
C 0.0919 2.9662 0.6181
O 1.0531 2.2226 0.0026
N -1.1846 3.1769 -0.1589
C -1.8570 1.8245 -0.2349
C -2.0732 4.2505 0.4245
C -1.3810 5.7731 0.3986
N -0.4889 5.8014 -0.8556
C -3.3821 4.5241 -0.5799
C -4.7740 4.4445 0.3234
O -4.3481 4.4165 1.7619
C -2.9843 3.8647 1.7644
O -2.6949 3.0995 2.8196
H 1.4604 4.0864 2.0738
H -0.3431 4.2127 2.6080
H 0.6382 2.6112 2.9130
H -2.1376 1.3747 0.8329
H -2.8423 1.8051 -0.8920
H -1.1466 1.0002 -0.7258
H -0.6644 5.9404 1.3083
H -2.1814 6.6270 0.4174
H 0.3912 6.3594 -0.6385
H -0.9880 6.2550 -1.6515
H -3.5340 3.7964 -1.4856
H -3.4842 5.6262 -1.0270
H -5.3815 5.4720 0.3148
H -5.5463 3.6288 -0.0299
C -4.9570 -3.4546 0.7437
C -4.4604 -3.3760 -0.6878
O -5.0944 -2.2902 -1.3806
C -4.5392 -1.0497 -1.1961
O -3.5606 -0.8367 -0.4857
C -5.2777 -0.0012 -2.0280
F -6.6341 -0.1327 -1.9600
F -4.9556 -0.0766 -3.3514
F -5.0029 1.2765 -1.6418
H -6.0494 -3.5204 0.7692
H -4.5374 -4.3271 1.2522
H -4.6793 -2.5579 1.3070
H -4.7312 -4.2938 -1.2202
H -3.3689 -3.2877 -0.7331
C 0.9415 -3.4838 2.9301
C 1.3196 -4.7400 2.1679
O 0.1442 -5.4040 1.6794
C -0.3709 -4.9303 0.4999
O 0.1115 -3.9934 -0.1303
C -1.5833 -5.7574 0.0723
F -2.4352 -6.0187 1.1056
F -1.2229 -6.9702 -0.4375
F -2.3326 -5.1480 -0.8892
H 0.2285 -3.7170 3.7273
H 1.8265 -3.0171 3.3716
H 0.4564 -2.7550 2.2728
H 1.8227 -5.4403 2.8429
H 2.0171 -4.5230 1.3509
C -7.5982 6.9300 -4.9688
C -7.8800 7.9680 -3.8987
O -6.9518 7.8335 -2.8117
C -5.7338 8.4415 -2.9788
O -5.4146 9.0696 -3.9844
C -4.8686 8.2634 -1.7311
F -4.9082 6.9917 -1.2383
F -5.2656 9.0776 -0.7112
F -3.5527 8.5421 -1.9503
H -7.5979 5.9235 -4.5384
H -8.3504 6.9763 -5.7614
H -6.6116 7.0843 -5.4175
H -8.8803 7.8044 -3.4843
H -7.8630 8.9849 -4.3070
C 7.3967 -7.0746 2.4595
C 6.6445 -5.8690 1.9277
O 5.4109 -5.6921 2.6404
C 5.4939 -5.0230 3.8348
O 6.5419 -4.5885 4.3044
C 4.1073 -4.8614 4.4577
F 3.3627 -6.0029 4.3923
F 3.3743 -3.8947 3.8341
F 4.1514 -4.5149 5.7750
H 6.7632 -7.9669 2.4311
H 8.2978 -7.2608 1.8685
H 7.6909 -6.9265 3.5035
H 6.3835 -6.0344 0.8771
H 7.2561 -4.9604 1.9683
C 7.0653 -2.2366 -1.7143
C 8.3900 -1.8354 -1.0929
O 9.1130 -2.9970 -0.6578
C 9.8433 -3.6488 -1.6184
O 9.8991 -3.2953 -2.7930
C 10.5996 -4.8296 -1.0095
F 9.8311 -5.5644 -0.1543
F 11.6868 -4.4267 -0.2909
F 11.0648 -5.7046 -1.9450
H 6.4872 -2.8565 -1.0216
H 6.4762 -1.3529 -1.9752
H 7.2191 -2.8311 -2.6206
H 8.2068 -1.2236 -0.2034
H 8.9930 -1.2314 -1.7805
*
```

These are the Löwdin partial charges, in e, on atoms 1 to 4: -0.04 -0.27 -0.07 -0.08

Among the records above, which one has the lowest strongest force on any atom? C28H39ClN2Pb